Model 1:
C2H9N2OP in the gas phase. Source: the Open Molecules 2025 dataset; level of theory: wB97M-V/def2-TZVPD.

Results
E_HOMO ... -8.5 eV
SMILES string ... CCOP(N)N
E_LUMO ... 0.0416 Ha

Structure (ORCA input):
```
! wB97M-V def2-TZVPD RIJCOSX def2/J DEFGRID3
* xyz 0 1
P 1.217 0.185 0.535
O -0.164 -0.192 -0.500
N 1.945 1.358 -0.453
N 2.119 -1.194 0.102
C -2.377 -0.417 0.463
C -1.383 0.453 -0.243
H -1.082 1.272 0.495
H 3.075 -0.961 -0.047
H 1.774 1.152 -1.456
H -1.758 0.773 -1.308
H 2.027 -2.107 0.699
H -2.144 -0.873 1.448
H -3.310 0.149 0.673
H 2.852 1.705 -0.359
H -2.791 -1.303 -0.051
*
```

=====

Model 2:
C2H9N2OP in the gas phase. Source: the Open Molecules 2025 dataset; level of theory: wB97M-V/def2-TZVPD.

Results
E_HOMO ... -8.2 eV
SMILES string ... CNP(N)OC
E_LUMO ... 0.0352 Ha

Structure (ORCA input):
```
! wB97M-V def2-TZVPD RIJCOSX def2/J DEFGRID3
* xyz 0 1
P 0.442 0.975 -0.681
O 1.864 0.477 -0.034
N -0.566 -0.401 -0.557
N -0.358 1.767 0.633
C -1.751 -0.564 0.244
C 2.076 -0.770 0.583
H -2.176 -1.685 0.244
H 0.068 2.597 1.047
H 2.055 -1.531 -0.134
H -1.763 -0.421 1.321
H 3.137 -0.967 1.031
H -1.270 1.781 0.453
H -2.598 0.077 -0.134
H 1.346 -1.004 1.450
H -0.584 -0.964 -1.438
*
```

=====

Result of the stability comparison: model 2 is the least stable of them.